# 1
Here is C12H12BiF6I2O5SSc as an isolated structure at a distorted geometry from the OMol25 dataset. Energies are from wB97M-V/def2-TZVPD.

Geometry (Å):
I  1.44539  -3.73881  -0.34317
I  1.74127  3.73502  -0.28885
Bi  0.38387  1.37540  0.13546
Sc  0.45361  -1.45050  0.15501
S  1.50211  -0.12819  -1.83990
C  -1.50946  -1.93728  -1.29676
C  -1.14681  -1.97083  1.59763
C  0.69227  -0.02162  -3.47852
C  1.55146  1.10556  -4.07636
C  -0.79980  0.26263  -3.63620
C  1.09227  -1.41782  -3.97616
C  -0.92470  2.03510  1.91981
C  -1.64894  2.08046  -1.19506
O  -1.79414  -2.52579  2.37328
O  -2.32753  -2.35427  -1.99795
O  -1.52207  2.55689  2.74092
O  -2.43348  2.68729  -1.75341
H  1.29810  1.18147  -5.13095
H  2.61226  0.86213  -3.95033
H  1.34858  2.05584  -3.56831
H  -1.15583  -0.36120  -4.47271
H  -0.95917  1.31446  -3.90493
H  -1.41701  0.00686  -2.76896
H  0.86435  -1.45369  -5.03719
H  0.54661  -2.20119  -3.44145
H  2.16495  -1.57085  -3.80910
C  3.22020  0.38602  3.31185
C  1.94377  -0.33118  2.91415
O  1.57944  -0.21928  1.48625
C  2.13026  -1.83069  3.17677
F  2.46791  -2.12191  4.46158
F  1.00668  -2.60429  2.90352
F  3.13548  -2.34869  2.38182
C  0.80214  0.20748  3.79336
F  0.91248  -0.11455  5.11850
F  0.78768  1.59378  3.75677
F  -0.46832  -0.18866  3.41946
H  4.06252  -0.02717  2.73811
H  3.38325  0.20886  4.39266
H  3.12737  1.46503  3.12427

Results
Charge = +4
Spin multiplicity = 1
Frontier orbital gap (alpha / beta) = 0.1512 / 0.1491 Eh
Energy above the lowest of the compared OMol25 structures with the same formula, charge and spin = 101.9 kcal per mole
HOMO level (alpha / beta) = -0.845 / -0.846 Ha

# 2
Here is a 5-piece molecular cluster, C33H34N5O6P overall at a distorted geometry from the OMol25 dataset. Energies are from wB97M-V/def2-TZVPD.

Geometry (Å):
N  -1.29271  3.67088  4.90701
P  -2.71257  4.31639  4.49122
O  -3.76907  4.50678  5.80619
O  -2.45039  5.86640  3.84470
C  -3.52154  3.09926  3.30348
C  -4.49547  2.04833  3.94319
C  -5.23343  0.99011  3.10175
C  -5.05059  0.97487  1.54230
C  -4.09322  1.99661  0.88248
C  -3.31657  3.04014  1.77076
C  -2.30825  4.03658  1.03950
C  -1.17447  3.12949  0.29047
O  0.02781  3.21880  1.13376
C  0.64161  1.95511  1.30082
O  1.60776  1.90308  2.11429
C  -5.89356  -0.12537  0.75441
O  -5.53309  -0.68725  -0.30964
C  -7.31208  -0.51990  1.41520
C  -8.56680  -0.89731  0.58089
C  -9.87712  -1.25809  1.36240
C  -9.99339  -1.30555  2.90181
C  -8.73851  -0.92866  3.74004
C  -7.46756  -0.53400  2.96036
C  -6.19022  -0.09853  3.81241
O  -5.94481  -0.52699  4.96400
H  -1.20794  2.77851  4.37545
H  -3.36362  4.20357  6.64791
H  -2.98940  6.03659  3.04125
H  -4.66726  2.02580  5.07693
H  -3.95109  1.95759  -0.26018
H  -1.72863  4.73091  1.73135
H  -2.87157  4.57917  0.20008
H  -0.94064  3.54624  -0.75812
H  -1.47978  2.03572  0.19083
H  0.35520  1.01621  0.71491
H  -8.53838  -0.88203  -0.56930
H  -10.83270  -1.50830  0.76974
H  -10.94375  -1.60053  3.46902
H  -8.70442  -0.92726  4.87908
C  4.49185  3.73241  -2.37406
C  3.08990  3.87071  -2.52227
C  2.50804  3.38647  -1.37496
N  3.50715  2.95709  -0.54275
C  4.71931  3.16916  -1.14134
H  5.25068  4.01453  -3.08874
H  2.56431  4.27958  -3.37293
H  1.47236  3.30942  -1.08052
H  3.37030  2.54875  0.37031
H  5.63714  2.90042  -0.64103
C  2.98148  -1.81881  -1.52262
C  2.84613  -1.93947  -2.92725
C  2.63375  -0.67738  -3.42772
N  2.63142  0.19914  -2.37689
C  2.84813  -0.48713  -1.21192
H  3.15841  -2.61744  -0.81675
H  2.89895  -2.84866  -3.50826
H  2.48340  -0.32917  -4.43844
H  2.49246  1.19719  -2.44922
H  2.88732  0.02955  -0.26445
C  4.47746  -6.38440  -2.19446
C  3.25121  -6.90827  -1.71610
C  2.27887  -6.57058  -2.62589
N  2.87189  -5.85827  -3.63334
C  4.21313  -5.74478  -3.38092
H  5.44630  -6.46704  -1.72388
H  3.09688  -7.47075  -0.80720
H  1.21893  -6.77414  -2.64235
H  2.39608  -5.47784  -4.43531
H  4.86148  -5.21856  -4.06568
C  8.75941  -2.76582  -2.78056
C  8.07035  -1.86794  -1.92800
C  6.75112  -2.25083  -1.91106
N  6.61745  -3.34259  -2.72469
C  7.83774  -3.66723  -3.25503
H  9.81269  -2.75484  -3.01962
H  8.49265  -1.03439  -1.38621
H  5.89753  -1.84077  -1.39235
H  5.75429  -3.83237  -2.90477
H  7.94432  -4.50835  -3.92354

Results
Charge = 0
Spin multiplicity = 1
Frontier orbital gap = 0.2254 Eh
HOMO level = -0.289 Ha
Structure (SMILES) = N=P(O)(O)c1cc2c(cc1CCOC=O)C(=O)c1ccccc1C2=O.c1cc[nH]c1.c1cc[nH]c1.c1cc[nH]c1.c1cc[nH]c1